Entry from OMol25: a structure of composition C3H3InO3 (ωB97M-V/def2-TZVPD).

CARTESIAN COORDINATES (ANGSTROEM)
O (-0.731, 0.323, -0.181)
In (-2.729, -1.559, 2.431)
O (-1.683, -1.427, 0.897)
C (-1.071, -0.821, 0.085)
O (-0.252, -1.721, -1.339)
C (0.262, -0.921, -2.072)
H (1.306, -0.294, -2.648)
C (0.384, 0.473, -1.700)
H (-0.245, 1.101, -2.353)
H (1.332, 0.702, -1.185)

Forces on the atoms, in the same order (eV/Å):
-0.2 -2.5 0.0
-3.6 -0.6 5.3
2.3 -1.9 -3.8
1.2 6.1 -0.5
1.3 -0.6 -3.3
0.6 -0.1 2.7
0.0 -2.5 -1.4
-2.1 0.5 1.0
0.3 0.8 -0.1
0.3 0.7 0.1

Spin multiplicity: 1
E_LUMO (spin up / spin down), eV: -25.31 / -23.45
Total charge: +4
E_tot, eV: -14407.091

Atom charges from the Mulliken analysis, given in e for atoms 1 to 5:
1 O -0.20
2 In 1.72
3 O -0.21
4 C 0.97
5 O -0.04